No. 1
Molecular formula: C6H12O3
Method: DFT, the ωB97M-V functional and the def2-TZVPD basis

CARTESIAN COORDINATES (ANGSTROEM)
O: -0.23290 -1.55956 0.18508
O: 3.54548 -0.15022 -0.47776
O: -2.15879 0.27033 0.97742
C: -1.69226 0.58931 -1.37177
C: 2.45317 -0.64273 -0.49273
C: -1.16521 0.67651 0.05764
C: 0.11535 -0.18631 0.28540
C: 1.17563 0.08632 -0.79286
C: 0.67698 0.12692 1.67532
H: -2.52962 -0.56085 0.65542
H: -0.66510 -1.81523 1.00819
H: -1.75430 -0.45362 -1.67956
H: 2.29946 -1.71914 -0.29266
H: 1.11272 1.12193 1.68979
H: -0.94001 1.71496 0.31800
H: -2.68608 1.03010 -1.41244
H: -0.12392 0.08872 2.41234
H: 1.36258 1.15609 -0.88383
H: 0.80865 -0.30753 -1.74278
H: -1.04922 1.12774 -2.06034
H: 1.44738 -0.59372 1.94212

Calculated values
Spin multiplicity: 1
Net charge: 0
SMILES: C[C@@H](O)[C@@](C)(O)CC=O
Highest occupied orbital energy in eV: -9.59
E_LUMO in eV: 0.6

No. 2
Molecular formula: C6H12O3S2
Method: DFT, the ωB97M-V functional and the def2-TZVPD basis

CARTESIAN COORDINATES (ANGSTROEM)
S: 0.24990 0.47890 1.60414
S: 1.94143 0.58995 -0.65404
O: 2.75862 1.32862 0.22417
O: 0.84621 -0.85300 1.70353
O: 0.75900 1.61936 2.34029
C: -0.71363 -0.48240 -0.90932
C: -0.37673 -1.75396 -0.46697
C: -1.45822 0.26518 2.19718
C: -1.30913 -2.65196 0.05374
C: 0.21392 0.82325 -0.10582
C: 1.78494 1.53727 -2.14027
H: 2.78868 2.04065 -2.22183
H: 0.95499 2.30446 -2.00321
H: -1.83471 1.22926 2.16981
H: -0.92426 -3.61685 0.33584
H: -1.46148 -0.22766 3.15314
H: -0.29607 -0.16575 -1.89384
H: -2.30913 -2.33026 0.24034
H: -1.94377 -0.32182 1.36672
H: -0.11243 1.74151 -0.50629
H: 0.57337 -2.19914 -0.63766
H: 1.63005 0.86055 -3.00703
H: -1.76154 -0.21617 -0.84261

Calculated values
Spin multiplicity: 1
Net charge: 0
Highest occupied orbital energy in eV: -9.23
E_LUMO in eV: 0.5

No. 3
Molecular formula: C6H12O4
Method: DFT, the ωB97M-V functional and the def2-TZVPD basis

CARTESIAN COORDINATES (ANGSTROEM)
O: 0.75691 0.78751 -2.07845
O: 0.86834 -1.58487 2.98501
O: 2.52951 -1.00587 1.59498
O: -0.00485 1.62239 0.01385
C: -0.85415 1.13198 -3.87406
C: 2.12293 -1.43061 2.66962
C: -0.07254 -0.92434 2.18477
C: -0.04840 1.75744 -2.74363
C: 0.62939 0.80269 -0.71665
C: -1.44909 -1.36191 2.71255
H: -0.70116 2.34329 -2.06824
H: -1.40572 -2.35414 3.19236
H: 2.72202 -2.12081 3.29603
H: -1.38688 1.84486 -4.52568
H: -0.00896 0.17952 2.23850
H: -2.24387 -1.37535 1.94785
H: 0.02461 -1.21569 1.12123
H: -1.71013 -0.61202 3.47814
H: -1.59221 0.44546 -3.42621
H: -0.15638 0.54327 -4.49306
H: 0.65148 2.46318 -3.23102
H: 1.32916 0.06410 -0.27794

Calculated values
Spin multiplicity: 1
Net charge: 0
SMILES: CCOC=O.CCOC=O
Highest occupied orbital energy in eV: -10.54
E_LUMO in eV: 0.9

No. 4
Molecular formula: C6H12OSi
Method: DFT, the ωB97M-V functional and the def2-TZVPD basis

CARTESIAN COORDINATES (ANGSTROEM)
Si: 0.15088 0.07068 0.97114
O: 0.37960 -0.87204 -4.00268
C: -0.30409 0.05133 -1.96663
C: -0.06549 0.09875 -0.79359
C: -1.53080 0.50079 1.67542
C: 1.23704 1.53213 1.30600
C: 0.80251 -1.51329 1.76453
C: -0.59673 -0.10963 -3.34418
H: 0.29917 -1.81089 -3.72625
H: 2.27621 1.27595 1.11979
H: -1.59548 -0.55062 -3.53802
H: 0.54119 -1.52687 2.83216
H: -1.38581 0.39109 2.74127
H: -2.19538 -0.24333 1.24135
H: 1.89656 -1.44985 1.74487
H: -0.57921 0.89305 -3.81714
H: 0.38616 -2.39868 1.28952
H: 0.96283 2.36530 0.66853
H: 1.18483 1.77408 2.36333
H: -1.86400 1.52206 1.47056

Calculated values
Spin multiplicity: 1
Net charge: 0
SMILES: C[Si](C)(C)C#CCO
Highest occupied orbital energy in eV: -9.65
E_LUMO in eV: 0.7

No. 5
Molecular formula: C6H12S
Method: DFT, the ωB97M-V functional and the def2-TZVPD basis

CARTESIAN COORDINATES (ANGSTROEM)
S: -1.34370 -0.75554 0.04607
C: -1.95486 1.74107 1.28957
C: -2.01691 0.97979 0.19424
C: -1.21702 -1.34838 -1.54966
C: 1.77471 -0.31410 0.57097
C: 2.60482 -1.12740 -0.37548
C: 1.44043 0.93016 0.51922
H: 3.03580 -0.57569 -1.21152
H: 1.57647 1.52220 -0.38389
H: 1.85388 -1.79811 -0.91911
H: -2.50455 2.60611 1.34641
H: -2.51624 1.30553 -0.68421
H: 3.26821 -1.73246 0.18570
H: -1.78040 -0.77945 -2.33717
H: 1.33322 -0.76122 1.44708
H: -1.65556 1.44299 2.22727
H: -0.24886 -1.42842 -1.86540
H: -2.57071 -1.15974 0.10710
H: 0.92126 1.25269 1.39282

Calculated values
Spin multiplicity: 1
Net charge: 0
Highest occupied orbital energy in eV: -7.46
E_LUMO in eV: 0.8

No. 6
Molecular formula: C6H12Se
Method: DFT, the ωB97M-V functional and the def2-TZVPD basis

CARTESIAN COORDINATES (ANGSTROEM)
Se: 3.87325 -0.15927 0.00286
C: -1.51341 0.69586 -0.79768
C: 3.19627 1.78203 0.32177
C: -0.62959 -0.71108 0.97651
C: 2.79259 -1.22953 -0.79828
C: -1.55326 -0.60558 0.01822
C: -2.82142 -1.41479 0.11807
H: -0.58177 -1.44053 1.78606
H: -2.36278 0.62094 -1.43867
H: -2.60344 -2.19449 0.74743
H: 3.31136 2.44926 -0.54615
H: -0.59897 0.79150 -1.17171
H: -2.94322 -1.78051 -0.82157
H: -3.78450 -0.93788 0.34731
H: 2.12475 1.68799 0.74257
H: -1.81862 1.40674 -0.13886
H: 0.30369 -0.17041 0.89499
H: 3.72088 2.06741 1.13573
H: 1.88818 -0.85766 -1.37858

Calculated values
Spin multiplicity: 1
Net charge: 0
Highest occupied orbital energy in eV: -8.47
E_LUMO in eV: -0.1

No. 7
Molecular formula: C6H12Si
Method: DFT, the ωB97M-V functional and the def2-TZVPD basis

CARTESIAN COORDINATES (ANGSTROEM)
Si: 1.50754 3.14096 -4.32250
C: -0.39133 -0.63688 0.17334
C: 1.40777 2.02379 -2.76830
C: -0.03465 -2.60857 0.48369
C: 0.11978 2.75223 -3.05837
C: -0.45341 0.35072 1.33320
C: -0.91297 -0.24871 -1.13312
H: -1.10904 1.17996 1.01035
H: 0.21267 -3.09088 -0.38020
H: -0.79673 -0.15674 2.18388
H: 1.80113 2.34971 -1.75094
H: -1.22684 0.80474 -1.33425
H: -0.73866 2.26215 -3.44613
H: 1.54837 0.93807 -2.96531
H: -0.36259 3.33414 -2.23369
H: 0.55805 0.68050 1.42826
H: -1.88618 -0.70965 -1.37673
H: 0.70107 -2.53787 1.29493
H: -0.26795 -0.40161 -2.00507

Calculated values
Spin multiplicity: 1
Net charge: 0
Highest occupied orbital energy (alpha / beta) in eV: -8.82 / -7.52
E_LUMO (alpha / beta) in eV: -0.6 / -0.6

No. 8
Molecular formula: C6H13BeMgO5
Method: DFT, the ωB97M-V functional and the def2-TZVPD basis

CARTESIAN COORDINATES (ANGSTROEM)
Mg: -0.81085 1.20765 -0.94003
O: -0.48585 -0.81858 -0.55361
O: 1.71381 -1.11026 0.31373
O: -2.63681 0.74955 -0.18167
O: 3.26810 0.52093 -0.27309
O: 0.59563 0.88136 0.58068
C: -3.58767 1.68659 0.32587
C: 2.92935 -0.50134 0.64897
C: 0.55700 -0.44597 0.62086
C: -1.71914 -1.45330 -0.23827
C: 3.83173 0.05053 -1.51215
C: -2.63349 -0.50375 0.51373
Be: 1.53305 1.62618 -0.24195
H: -1.55245 -2.35742 0.36443
H: 3.12501 -0.63246 -2.00169
H: -3.65570 -0.90587 0.54590
H: 4.79181 -0.43755 -1.30867
H: 2.88091 -0.04912 1.64682
H: 0.09757 -0.84969 1.53602
H: 3.69683 -1.28158 0.60865
H: -3.33512 2.66944 -0.08473
H: -4.59438 1.39593 -0.00066
H: 3.99361 0.92790 -2.14681
H: -2.28590 -0.32940 1.54398
H: -2.17914 -1.75151 -1.18991
H: -3.53791 1.71175 1.42358

Calculated values
Spin multiplicity: 2
Net charge: +2
Highest occupied orbital energy (alpha / beta) in eV: -15.95 / -18.69
E_LUMO (alpha / beta) in eV: -8.2 / -9.6

No. 9
Molecular formula: C6H13BrClN2O
Method: DFT, the ωB97M-V functional and the def2-TZVPD basis

CARTESIAN COORDINATES (ANGSTROEM)
Br: -2.17079 -0.87804 -0.57737
Cl: -2.24233 2.11982 0.09718
O: 2.47461 0.87832 -0.50364
N: -4.45339 0.67724 0.11145
N: 0.95185 -0.88142 0.83981
C: -5.19128 -0.34008 -0.23651
C: 1.79736 -1.28996 -0.27355
C: -3.05446 0.54953 0.33632
C: -0.07565 -1.37541 1.43420
C: 3.02521 -0.39042 -0.31977
C: 3.31849 2.01717 -0.72725
H: 3.87556 1.69554 -1.63946
H: -0.60866 -0.69317 2.11214
H: 3.97450 2.13387 0.25710
H: 3.60086 -0.55494 -1.14562
H: -0.28455 -2.32562 1.16721
H: 1.32461 -1.21244 -1.17140
H: 1.31687 0.02194 0.87738
H: 3.73860 -0.58746 0.64554
H: 1.94616 -2.30247 -0.08635
H: -5.01890 1.35080 0.57580
H: -6.12380 -0.43942 0.20071
H: 2.79384 2.94555 -1.04689
H: -4.91470 -1.11893 -0.92700

Calculated values
Spin multiplicity: 1
Net charge: +1
Highest occupied orbital energy (alpha / beta) in eV: -10.52 / -10.57
E_LUMO (alpha / beta) in eV: -4.2 / -4.2

No. 10
Molecular formula: C6H13BrN
Method: DFT, the ωB97M-V functional and the def2-TZVPD basis

CARTESIAN COORDINATES (ANGSTROEM)
Br: -4.04441 1.11078 0.25747
N: 0.13241 -0.21069 -0.07132
C: -1.71168 -1.74136 -0.99270
C: 2.25908 -1.13764 0.81618
C: -0.81742 -0.90308 -0.59147
C: -0.04132 1.08873 0.51185
C: 0.30545 2.22842 -0.40284
C: 1.44054 -0.75360 -0.40587
H: 0.77167 3.14669 0.10054
H: -2.38916 -1.73751 -1.95029
H: 1.20578 -1.78874 -0.72561
H: 1.06671 1.80578 -1.12116
H: -0.58233 2.52097 -0.92145
H: 3.35705 -1.34097 0.59421
H: 1.73226 -2.12236 1.24224
H: 2.05905 -0.23950 -1.25825
H: -4.64848 0.65151 1.40260
H: 2.30441 -0.26352 1.51443
H: -1.78252 -2.56055 -0.26114
H: 0.46641 1.19259 1.59212
H: -1.08351 1.05406 0.67046

Calculated values
Spin multiplicity: 1
Net charge: +1
Highest occupied orbital energy in eV: -14.17
E_LUMO in eV: -4.4

No. 11
Molecular formula: C6H13CdO3
Method: DFT, the ωB97M-V functional and the def2-TZVPD basis

CARTESIAN COORDINATES (ANGSTROEM)
Cd: -0.32524 -1.47072 3.22024
O: -0.91784 -2.80683 2.00502
O: 0.67140 -0.08226 4.05633
O: 0.10405 -0.40831 1.47873
C: -0.78774 -2.46500 0.66417
C: 1.21587 0.45286 1.76443
C: -0.43806 0.45394 -3.28329
C: 0.16770 -1.32430 0.45810
C: 0.99092 0.95725 3.19089
C: -0.86649 1.91290 -3.24053
H: -0.04260 2.56821 -2.92617
H: -1.18895 2.26547 -4.23396
H: -1.77719 -2.18692 0.22687
H: -0.42617 -3.31318 0.04698
H: -0.29951 0.01604 -2.25211
H: 0.78049 -1.12309 -0.42421
H: 2.13685 -0.14732 1.69870
H: -1.18328 -0.17342 -3.79654
H: 0.18911 1.72403 3.16137
H: 0.51415 0.33107 -3.81744
H: -1.68834 2.06586 -2.52270
H: 1.25498 1.26951 1.02934
H: 1.91590 1.48420 3.49579

Calculated values
Spin multiplicity: 2
Net charge: 0
Highest occupied orbital energy (alpha / beta) in eV: -7.56 / -9.23
E_LUMO (alpha / beta) in eV: 0.4 / 0.3

No. 12
Molecular formula: C6H13Cl10NO2
Method: DFT, the ωB97M-V functional and the def2-TZVPD basis

CARTESIAN COORDINATES (ANGSTROEM)
Cl: 1.05059 -1.52496 -3.03128
Cl: -1.92835 1.53451 0.28399
Cl: -0.47742 -3.78949 -4.01940
Cl: 1.85737 3.84003 0.34666
Cl: 2.36851 -0.74169 -0.06057
Cl: -2.44807 1.21406 3.87592
Cl: -0.78657 1.50918 -2.42411
Cl: 4.77576 -0.13585 -1.62731
Cl: 1.17216 1.82489 2.37442
Cl: -5.07535 2.47447 4.27799
O: -1.33192 -2.07629 1.63476
O: -1.43069 -4.23214 1.56720
N: -0.99249 -3.16517 1.20314
C: -3.54274 2.51522 3.40382
C: -0.00969 -3.17884 0.10046
C: 0.78332 3.41575 1.69195
C: -0.67636 0.89402 -0.75560
C: 0.79208 -2.64033 -4.37350
C: 3.29650 0.50966 -0.89456
H: 0.55460 -2.07139 -5.26428
H: -3.77688 2.41528 2.35105
H: 0.88851 -3.68975 0.44386
H: -0.39531 -3.74093 -0.74434
H: 0.22925 -2.15642 -0.16090
H: -0.22927 3.36395 1.31515
H: 0.29279 1.16758 -0.36093
H: -3.03765 3.45248 3.60029
H: 0.91060 4.15779 2.46774
H: -0.79327 -0.18101 -0.80527
H: 3.56063 1.29367 -0.19555
H: 1.72365 -3.17233 -4.53348
H: 2.67568 0.91407 -1.68735

Calculated values
Spin multiplicity: 1
Net charge: 0
SMILES: C[N+](=O)[O-].ClCCl.ClCCl.ClCCl.ClCCl.ClCCl
Highest occupied orbital energy in eV: -10.86
E_LUMO in eV: 0.3